[1]
# C3H6N2S2

A single C3H6N2S2 molecule (ωB97M-V/def2-TZVPD, the OMol25 dataset).

Computed properties:
Structure (SMILES) = CN(C=S)C(N)=S

Geometry as ORCA input:
```
! RIJCOSX wB97M-V def2-TZVPD def2/J DEFGRID3
* xyz 0 1
C 0.386 -1.669 0.152
C 1.346 0.543 -0.209
C -1.072 0.325 -0.098
H 0.418 -2.132 -0.817
H 1.334 -1.845 0.681
H -0.471 -1.995 0.719
H 1.233 1.620 -0.295
H -0.534 2.271 0.493
H -2.146 2.004 0.042
N 0.227 -0.188 0.010
N -1.186 1.695 -0.024
S 2.879 -0.033 -0.295
S -2.414 -0.598 -0.360
*
```

Atomic partial charges in e from the natural (NBO) method, atoms 1 to 6: atom 1 (C): -0.416, atom 2 (C): -0.079, atom 3 (C): 0.268, atom 4 (H): 0.219, atom 5 (H): 0.233, atom 6 (H): 0.231

***

[2]
# C6H15ClNO2PS

A single C6H15ClNO2PS molecule (ωB97M-V/def2-TZVPD, the OMol25 dataset).

Geometry as ORCA input:
```
! RIJCOSX wB97M-V def2-TZVPD def2/J DEFGRID3
* xyz 0 1
C -0.608 -3.590 -0.188
C -1.424 2.956 0.193
C 2.125 1.585 -1.396
C -1.254 -2.445 0.643
C -1.881 1.510 0.518
C 3.033 0.861 0.994
N -0.434 -1.279 0.873
O -0.037 -0.863 -1.818
O -1.481 0.607 -0.560
P -0.169 -0.274 -0.491
S 1.505 1.135 0.236
Cl 4.307 -0.049 0.105
H -1.414 -4.419 -0.108
H -0.430 -3.224 -1.096
H 0.316 -4.170 0.075
H -1.936 3.635 0.840
H -0.371 3.061 0.530
H -1.755 3.225 -0.889
H 3.164 1.971 -1.389
H 1.384 2.373 -1.865
H 2.066 0.693 -1.963
H -2.105 -2.036 0.093
H -1.580 -2.828 1.605
H -3.065 1.401 0.552
H -1.336 1.217 1.374
H 2.929 0.294 1.844
H 0.449 -1.347 1.289
*
```

Atomic partial charges in e from the natural (NBO) method, atoms 1 to 6: atom 1 (C): -0.625, atom 2 (C): -0.655, atom 3 (C): -0.762, atom 4 (C): -0.218, atom 5 (C): -0.069, atom 6 (C): -0.633

***

Quick rundown of DFT total energy, same order as above: -27858.8646; -44694.7831 eV
Quick rundown of ΔE to the lowest compared entry with this formula, charge and spin, same order as above: 0.2322; 3.7492 eV